1.
Here is a structure of composition C30H20Cl3NO5S3Ti at a distorted geometry from the OMol25 dataset. Energies are from ωB97M-V/def2-TZVPD.

Energy relative to the best compared isomer or geometry (same formula, charge and spin) in kJ/mol: 77.4
HOMO energy (spin up / spin down) in eV: -3.15 / -3.97
Charge: -1
E_LUMO (spin up / spin down) in eV: 2.198 / 2.198
Spin multiplicity: 2

Structure (XYZ):
```
63
Properties=species:S:1:pos:R:3:forces:R:3:lowdin_spin:R:1
Ti -0.72480 0.08166 -0.20068 -1.297 0.331 -0.952 0.895
O -0.89349 1.59950 0.90497 -0.054 1.779 1.336 0.001
N -1.79263 2.55734 0.70652 0.015 -0.027 -0.185 0.004
C -2.28885 3.16047 1.79687 -0.079 0.168 0.266 0.000
C -3.19611 4.17340 1.69291 -0.012 0.002 0.180 0.001
C -3.60215 4.56451 0.41062 -0.205 0.273 0.192 0.001
C -3.10549 3.92580 -0.68099 0.248 -0.347 -0.398 0.000
C -2.17912 2.85256 -0.56835 -0.159 0.226 -0.138 0.003
S -1.56058 1.94509 -1.85342 -0.090 0.329 0.025 -0.001
H -1.90526 2.76978 2.72616 0.005 -0.027 0.010 0.000
H -3.58998 4.63194 2.58968 0.039 -0.016 -0.064 0.000
H -4.31903 5.37041 0.28886 0.048 -0.082 0.006 0.000
H -3.41785 4.18994 -1.68224 0.024 -0.021 0.038 0.000
Cl 1.22774 -3.35248 6.36987 -0.045 0.083 -0.152 0.002
C 0.84238 -2.65144 4.80642 0.151 0.044 0.230 0.009
C 1.33056 -1.40728 4.47564 0.099 0.086 0.158 -0.001
C 1.04033 -0.85958 3.23583 0.011 -0.107 0.056 0.008
Cl 1.73979 0.69235 2.88294 -0.118 0.070 -0.224 0.002
C 0.25526 -1.52344 2.26975 -0.374 -0.622 -0.093 0.005
O -0.01830 -1.10274 1.08461 1.476 -0.432 1.545 0.019
C -0.22206 -2.80047 2.68218 0.053 -0.014 0.127 0.008
Cl -1.19460 -3.70618 1.57437 0.064 0.087 -0.041 0.002
C 0.06522 -3.35658 3.91167 -0.194 -0.227 -0.128 -0.001
H 1.94669 -0.85725 5.17547 -0.033 -0.004 -0.061 0.000
H -0.31758 -4.33773 4.16334 0.005 0.074 -0.032 0.000
O -1.18957 -3.21580 -2.25987 0.081 -0.025 -0.093 0.002
C -1.68264 -2.18000 -1.86123 -0.008 0.246 0.110 0.001
O -0.96578 -1.12398 -1.53750 -0.437 -1.756 -1.580 -0.005
C -3.17520 -2.00659 -1.78212 -0.021 0.086 0.081 0.002
C -3.90963 -2.73275 -2.72082 -0.029 0.021 -0.029 0.000
C -5.28684 -2.63747 -2.80122 0.005 0.018 0.055 0.002
C -5.94908 -1.79754 -1.90788 0.035 0.011 0.014 0.000
C -5.23698 -1.09221 -0.95562 0.116 -0.014 0.024 0.001
C -3.83312 -1.17814 -0.84736 -0.060 -0.083 -0.058 0.003
S -3.05727 -0.34112 0.49082 -0.566 -0.247 -0.076 0.010
H -3.35738 -3.37655 -3.39605 -0.021 0.023 0.052 0.000
H -5.83686 -3.20899 -3.53991 0.015 0.037 0.006 0.000
H -7.03014 -1.69716 -1.95411 0.075 0.000 0.022 0.000
H -5.75415 -0.45031 -0.25128 0.008 -0.033 -0.021 0.000
O 1.11832 0.65546 -0.88045 1.249 0.136 -0.087 0.014
S 2.37006 -0.15480 -0.62239 -0.006 0.030 -0.024 0.009
C 3.13412 -0.23634 -2.23947 0.050 -0.029 0.220 0.000
C 4.04757 -1.24110 -2.48738 0.210 -0.199 -0.103 0.000
C 4.69275 -1.27854 -3.72004 -0.037 -0.068 0.158 0.000
C 4.40274 -0.32096 -4.67877 -0.019 0.052 -0.056 0.000
C 3.46212 0.66942 -4.41724 -0.064 0.027 0.062 0.000
C 2.81860 0.71666 -3.18762 -0.116 0.173 -0.278 0.000
C 3.52999 1.02343 0.08086 -0.124 -0.093 -0.194 0.001
C 3.24265 2.37026 -0.00455 -0.011 0.295 0.082 0.000
C 4.16207 3.28015 0.50623 -0.133 -0.014 -0.058 0.000
C 5.34178 2.83340 1.08729 -0.019 0.083 -0.001 0.000
C 5.60076 1.47468 1.18025 -0.026 -0.178 -0.032 0.000
C 4.68336 0.55824 0.67994 0.238 -0.110 0.119 0.001
H 4.24798 -1.99535 -1.73201 -0.012 0.054 -0.075 0.000
H 5.40676 -2.06483 -3.93251 -0.024 0.026 0.018 0.000
H 4.90014 -0.35401 -5.64183 -0.040 0.006 0.057 0.000
H 3.22188 1.40484 -5.17570 0.007 -0.033 0.030 0.000
H 2.05791 1.46075 -2.96872 0.090 -0.075 -0.022 0.000
H 2.29771 2.68669 -0.43449 0.078 -0.006 0.006 0.000
H 3.95052 4.34165 0.45246 0.007 -0.046 0.005 0.000
H 6.05580 3.54748 1.48125 -0.041 -0.030 -0.014 0.000
H 6.51246 1.12560 1.64928 -0.040 -0.007 0.000 0.000
H 4.85824 -0.50995 0.77356 0.012 0.097 -0.023 0.000
```
Forces are in eV/Å.

2.
Here is a structure of composition C30H20N3OP2S2V at a distorted geometry from the OMol25 dataset. Energies are from ωB97M-V/def2-TZVPD.

Energy relative to the best compared isomer or geometry (same formula, charge and spin) in kJ/mol: 180.1
HOMO energy (spin up / spin down) in eV: -4.95 / -3.71
Charge: -1
E_LUMO (spin up / spin down) in eV: 2.274 / 2.271
Spin multiplicity: 2

Structure (XYZ):
```
59
Properties=species:S:1:pos:R:3:forces:R:3:lowdin_spin:R:1
V 0.05158 0.13673 0.13572 0.012 -0.008 0.523 1.445
S -1.70460 -1.55967 -0.00861 -0.041 0.075 0.016 -0.011
P -2.65319 0.06585 0.75278 -0.112 0.057 -0.063 0.004
C -1.56727 1.33996 0.85493 0.068 -0.083 -0.192 0.000
P -1.14483 2.58142 -0.18621 -0.167 0.132 -0.112 0.008
S 0.77999 2.25786 -0.75165 -0.037 0.041 -0.129 0.014
C -1.26979 4.23514 0.57595 0.030 0.033 0.022 0.001
C -1.46294 4.34466 1.94788 -0.010 0.088 -0.032 0.000
C -1.51969 5.59895 2.55017 0.003 -0.114 -0.057 0.000
C -1.38368 6.74412 1.78017 0.005 -0.029 -0.020 0.000
C -1.18250 6.63982 0.40804 0.001 -0.103 -0.025 0.000
C -1.12178 5.38985 -0.19155 0.002 0.035 0.079 0.000
C -2.18732 2.74037 -1.68310 -0.108 0.106 0.044 0.001
C -1.82763 2.10429 -2.86717 -0.103 0.042 -0.050 0.002
C -2.66993 2.14595 -3.97274 0.073 -0.004 0.078 0.000
C -3.87766 2.82427 -3.90362 -0.002 0.008 0.008 0.001
C -4.24909 3.45571 -2.72442 0.092 -0.007 0.122 0.000
C -3.40813 3.41351 -1.61859 -0.031 -0.043 -0.106 0.001
C -4.18932 0.40677 -0.17864 -0.079 -0.004 0.016 0.000
C -4.39301 -0.10605 -1.45388 -0.083 0.056 -0.034 0.000
C -5.55608 0.20156 -2.15303 0.062 -0.001 0.072 0.000
C -6.52276 1.01454 -1.57925 0.036 -0.026 -0.005 0.000
C -6.32331 1.53327 -0.30595 0.089 -0.031 0.045 0.000
C -5.16001 1.23331 0.38909 -0.057 -0.008 -0.073 0.000
C -3.29787 -0.36328 2.40038 0.023 0.054 0.070 0.000
C -3.39544 0.62354 3.37734 0.001 -0.095 0.060 0.000
C -3.92697 0.32299 4.62654 0.029 -0.013 -0.110 0.000
C -4.35495 -0.96852 4.90335 0.021 0.017 -0.030 0.000
C -4.24558 -1.95866 3.93528 0.019 0.030 -0.038 0.000
C -3.71824 -1.65795 2.68695 -0.048 0.000 0.034 0.000
H -1.55763 3.43588 2.52957 -0.005 -0.013 0.021 0.000
H -1.66712 5.67916 3.62041 0.002 -0.014 -0.019 0.000
H -1.42928 7.72040 2.24688 0.000 -0.004 0.000 0.000
H -1.07102 7.53380 -0.19255 0.001 -0.006 -0.008 0.000
H -0.95998 5.30630 -1.25964 0.004 0.010 -0.019 0.000
H -0.88028 1.58737 -2.92195 0.083 -0.051 -0.013 0.000
H -2.37686 1.64904 -4.88954 0.005 0.005 0.018 0.000
H -4.53317 2.85709 -4.76609 0.014 -0.002 0.019 0.000
H -5.19791 3.97478 -2.66075 0.022 -0.007 0.011 0.000
H -3.70374 3.90541 -0.69945 -0.009 0.007 0.003 0.000
H -3.63971 -0.74856 -1.89245 0.005 -0.007 -0.004 0.000
H -5.70372 -0.19756 -3.14869 0.003 -0.003 -0.001 0.000
H -7.43089 1.24614 -2.12324 0.016 -0.004 0.004 0.000
H -7.07503 2.16859 0.14713 0.015 -0.007 0.000 0.000
H -5.00905 1.63708 1.38344 -0.009 0.002 0.003 0.000
H -3.02737 1.61749 3.15315 0.002 0.015 0.005 0.000
H -3.99472 1.09241 5.38541 0.003 0.006 -0.004 0.000
H -4.75996 -1.20825 5.87900 0.004 0.005 -0.009 0.000
H -4.55905 -2.97089 4.15700 0.001 0.002 -0.006 0.000
H -3.60885 -2.43268 1.93803 -0.003 -0.006 0.002 0.000
N 1.43539 -1.15520 -0.42215 0.789 -1.836 -2.054 -0.033
C 2.06157 -2.12556 -0.87388 -1.240 1.581 1.113 -0.221
C 2.27139 -3.46770 -0.77988 0.122 -0.621 -0.040 -0.037
C 1.46990 -4.26960 0.12499 0.452 0.311 -0.450 -0.010
N 0.83324 -4.90601 0.84660 0.034 0.070 -0.069 0.002
C 3.25450 -4.12247 -1.60338 -0.360 0.163 0.365 -0.006
N 4.04330 -4.64965 -2.25891 -0.030 0.012 0.006 0.006
O 2.51506 -0.78348 1.78778 -0.397 0.206 -0.071 -0.082
C 1.58880 -0.48095 1.13438 0.790 -0.021 1.088 -0.086
```
Forces are in eV/Å.

3.
Here is a structure of composition C30H21N3O2PtS at a distorted geometry from the OMol25 dataset. Energies are from ωB97M-V/def2-TZVPD.

Energy relative to the best compared isomer or geometry (same formula, charge and spin) in kJ/mol: 67.5
HOMO energy in eV: -7.35
Charge: 0
E_LUMO in eV: -0.589

Structure (XYZ):
```
58
Properties=species:S:1:pos:R:3:forces:R:3:mulliken_charge:R:1
Pt -0.46400 0.61911 -0.27390 0.317 1.036 -0.436 1.428
C -1.36667 0.64154 -3.32385 -0.128 -0.010 -0.051 -0.876
O -0.30972 0.45701 -2.37549 0.071 0.195 0.161 -0.050
C 1.00680 0.48250 -2.81155 -0.147 -0.099 -0.020 1.024
C 1.34564 0.53189 -4.15097 -0.011 0.010 -0.089 -0.797
C 2.68630 0.53103 -4.51399 -0.031 -0.001 0.083 -0.638
C 3.67102 0.48066 -3.53893 0.023 0.030 -0.043 -0.892
C 3.32205 0.43287 -2.19979 0.074 -0.036 0.097 -0.338
C 1.98834 0.43418 -1.81952 0.007 -0.064 -0.120 0.209
N 1.53738 0.41462 -0.47558 -0.373 -0.346 0.109 -0.029
N 2.41172 0.54697 0.41443 0.280 0.220 0.096 -0.208
C 2.07661 0.62751 1.72872 -0.051 -0.076 0.312 0.016
C 0.76753 0.59209 2.29974 0.225 -0.193 -0.140 0.770
O -0.36414 0.57592 1.68604 -0.186 0.240 -0.046 -0.984
C 0.65464 0.53144 3.73345 -0.043 0.041 0.027 -0.798
C 1.73102 0.55997 4.53880 0.077 -0.013 0.024 -0.751
C 3.05434 0.71587 4.01325 0.054 0.043 0.023 0.802
C 4.16507 0.84794 4.86726 -0.085 -0.018 0.019 -0.882
C 5.42006 1.06568 4.36182 0.032 -0.005 -0.001 -0.484
C 5.59011 1.17136 2.97437 -0.012 0.002 0.023 -0.761
C 4.52105 1.02912 2.12382 -0.051 -0.059 0.001 -0.406
C 3.22571 0.77951 2.62046 -0.042 0.030 -0.115 0.712
H -1.26477 1.60623 -3.82029 0.045 0.017 0.016 0.402
H -2.28814 0.61551 -2.75350 0.015 -0.001 0.042 0.164
H -1.35599 -0.16993 -4.04987 0.045 -0.025 0.006 0.366
H 0.58245 0.57662 -4.91386 0.005 -0.009 0.016 0.398
H 2.95078 0.56938 -5.56215 0.007 0.009 0.015 0.407
H 4.71543 0.49039 -3.82159 -0.018 -0.031 0.014 0.386
H 4.07246 0.39307 -1.42289 0.004 0.010 -0.020 0.421
H -0.34924 0.45321 4.12909 -0.005 -0.017 -0.039 0.441
H 1.60441 0.48409 5.61319 0.016 0.035 -0.013 0.349
H 4.00332 0.78898 5.93775 0.016 -0.011 -0.013 0.372
H 6.26879 1.16572 5.02555 -0.005 0.021 -0.007 0.383
H 6.57278 1.38071 2.57006 -0.011 -0.030 -0.011 0.385
H 4.65526 1.12633 1.05713 0.041 -0.026 -0.008 0.352
S -4.91644 -1.72444 -0.29281 -0.082 0.026 0.023 -0.424
C -3.90124 -3.12893 -0.34115 0.019 0.032 0.008 1.016
C -4.25158 -4.47544 -0.34297 -0.003 -0.014 -0.005 -0.701
C -3.23463 -5.41113 -0.37409 0.011 0.001 0.003 -0.429
C -1.89193 -5.01593 -0.40115 0.013 0.054 -0.005 -0.632
C -1.54565 -3.67880 -0.40319 0.016 0.001 -0.007 -0.447
C -2.56038 -2.72266 -0.37512 -0.127 0.048 -0.018 -0.684
N -2.37076 -1.35226 -0.37618 0.130 -0.554 -0.074 0.002
C -3.48301 -0.70984 -0.32520 -0.004 0.049 0.018 0.512
C -3.54108 0.75919 -0.30492 0.065 0.207 0.008 1.894
C -4.77498 1.41033 -0.34376 0.017 -0.105 -0.012 -0.673
C -4.83813 2.79103 -0.34768 -0.040 0.047 -0.006 -0.806
C -3.65959 3.52306 -0.30974 0.048 0.007 0.003 -0.604
C -2.43064 2.87530 -0.26182 -0.041 -0.011 0.037 -0.592
C -2.32835 1.48206 -0.25535 -0.178 -0.684 0.114 -1.477
H -5.28816 -4.78560 -0.32069 0.008 0.014 0.009 0.391
H -3.48050 -6.46523 -0.37396 -0.001 0.013 0.000 0.375
H -1.11593 -5.77017 -0.41885 -0.008 0.004 -0.001 0.389
H -0.51311 -3.35187 -0.41931 -0.021 -0.031 -0.002 0.440
H -5.69167 0.82907 -0.37188 0.011 0.049 -0.010 0.398
H -5.79590 3.29419 -0.37908 0.003 -0.011 0.003 0.388
H -3.69733 4.60625 -0.31049 0.004 -0.014 0.000 0.396
H -1.52745 3.47269 -0.21775 0.004 0.001 0.003 0.380
```
Forces are in eV/Å.